Molecular formula: C4H12
Method: DFT, wB97M-V/def2-TZVPD

Each line ends with the Löwdin charge.
Cartesian coordinates (Å):
C  -1.7188  -1.6199  0.7367  -0.1740
C  -1.0256  -2.7365  1.5353  -0.1686
H  -1.8567  -0.6439  1.1913  0.0566
H  -1.1474  -1.4920  -0.1881  0.0539
H  -2.6936  -1.9754  0.3942  0.0575
H  -1.4055  -2.7895  2.5537  0.0572
H  0.0449  -2.5418  1.6290  0.0574
H  -1.1468  -3.6643  0.9841  0.0600
C  0.6466  2.0214  -1.3190  -0.1715
C  2.1110  2.3300  -0.9490  -0.1663
H  0.3301  2.5574  -2.2141  0.0588
H  0.4955  0.9536  -1.4586  0.0520
H  -0.0131  2.3830  -0.5342  0.0553
H  2.3884  1.8730  -0.0055  0.0562
H  2.2063  3.4078  -0.8269  0.0581
H  2.7585  1.9780  -1.7473  0.0575

- Kohn-Sham gap (Ha) = 0.4709
- HOMO (eV) = -11.75
- calculated total energy (eV) = -4342.39171
- SMILES = CC.CC
- molar mass (g mol⁻¹) = 60.1
- spin multiplicity = 1
- ΔE to the lowest compared entry with this formula, charge and spin (kcal per mole) = 3.15